{"formula": "C10H29BN2O8PS", "method": "ωB97M-V/def2-TZVPD", "symbols": ["N", "C", "H", "H", "O", "H", "H", "H", "H", "S", "O", "O", "H", "H", "H", "C", "O", "H", "N", "H", "H", "C", "C", "C", "C", "B", "H", "H", "H", "H", "H", "O", "H", "H", "H", "O", "H", "P", "C", "C", "H", "O", "H", "H", "C", "H", "H", "H", "O", "C", "H", "H"], "positions_angstrom": [[-0.76009, 1.88079, -1.11741], [0.92839, -4.56681, -2.28358], [4.80757, 1.13415, 1.50109], [-0.68755, -2.48742, 4.99327], [0.90725, 4.19765, -1.72847], [-1.57336, -4.11077, -1.17433], [0.80543, 2.00455, 2.80663], [1.31703, 2.54171, 1.21257], [-0.51734, -2.74448, -0.76097], [-0.49791, 4.54635, -4.32217], [0.46506, -2.39845, -3.22459], [2.35706, 0.12887, 1.73656], [-1.55309, -3.86649, 4.28747], [1.96781, 3.33810, 2.66193], [3.10154, 1.19060, 3.30862], [0.07636, 1.03688, -1.58168], [-3.52629, 2.28076, -0.86289], [1.55262, -4.13263, -1.49579], [-1.37144, 2.63210, -2.19818], [-4.41164, 2.34156, -3.18856], [2.09141, 0.27910, 0.82117], [-0.14789, -3.58732, -2.72282], [4.00039, 1.86922, 1.47778], [-1.07300, -3.22577, -1.57251], [2.80371, 1.37351, 2.27396], [-2.90542, 2.63738, -2.07165], [3.73470, 2.01573, 0.42520], [0.08647, -3.51267, 3.76734], [0.48931, -5.49381, -1.90874], [-0.84465, -0.39672, 1.84811], [-0.72843, -4.02306, -3.53901], [0.98270, 0.36416, -1.78547], [-2.36946, -1.74513, 3.28151], [-1.15823, 2.09727, -3.06499], [0.98044, -2.00846, -2.50786], [-3.65122, 2.96215, -3.21406], [-0.25907, -0.39937, 3.52535], [-0.62369, 4.26536, -2.40930], [-0.44267, -1.02520, 2.64898], [1.66203, 2.37806, 2.24027], [-0.78759, -3.30306, 1.51750], [-1.63479, -2.93399, 1.79792], [-3.95723, 3.07098, -0.47990], [-1.90952, 5.30880, -0.90593], [-1.40577, -2.15777, 2.97307], [1.59195, -4.80664, -3.11712], [4.37657, 2.81380, 1.87668], [1.42192, 3.71190, -2.41901], [-1.53303, 5.50558, -1.79304], [-0.85778, -3.05188, 4.07372], [0.51422, -1.41638, 2.29435], [-1.83382, -2.51277, -1.90106]], "charge": 1, "homo_ev": -12.112, "gap_ev": 7.1, "total_energy_ha": -1874.0604}